No. 1
Below is C3H7NO2 in the gas phase at a distorted geometry, with properties calculated with ωB97M-V/def2-TZVPD.

Output
SMILES: CO/C=N/OC
E (a.u.): -323.59454
HOMO-LUMO gap (eV): 9.540
ΔE to the lowest compared entry with this formula, charge and spin (kJ/mol): 489.45

```
13
Properties=species:S:1:pos:R:3:forces:R:3:mulliken_charge:R:1
O 1.604322 0.670432 -0.101771 1.6 1.1 0.3 -0.288
O -1.494568 -0.828001 0.037350 -1.8 0.5 0.3 -0.232
N -0.148618 -0.735072 0.197656 1.5 1.1 -1.0 -0.300
C 2.397902 -0.445712 -0.124821 1.5 -2.1 0.2 -0.767
C -2.381288 0.327833 -0.166674 -0.2 -1.6 1.1 -0.768
C 0.426211 0.410956 0.351262 -3.6 -1.3 -0.1 0.050
H -2.582808 0.806535 0.776209 0.0 0.4 0.4 0.323
H 0.015037 1.257142 0.817736 -1.3 1.3 0.1 0.419
H -2.159259 1.043815 -0.914918 1.2 0.6 -0.8 0.357
H 1.872729 -1.337990 -0.378162 -0.9 -0.5 -0.9 0.355
H 3.140909 -0.309440 -0.912331 0.6 0.1 0.9 0.288
H -3.322846 -0.110945 -0.505246 0.2 -0.3 0.2 0.278
H 2.632275 -0.749548 0.923709 1.1 0.7 -0.7 0.285
```
Positions in Å, forces in eV/Å.

***

No. 2
Below is C3H7NO2 in the gas phase at a distorted geometry, with properties calculated with ωB97M-V/def2-TZVPD.

Output
SMILES: C[C@H](N)C(=O)O
E (a.u.): -323.71857
HOMO-LUMO gap (eV): 10.288
ΔE to the lowest compared entry with this formula, charge and spin (kJ/mol): 163.81

```
13
Properties=species:S:1:pos:R:3:forces:R:3:mulliken_charge:R:1
O -1.736333 -1.211957 -0.445399 -1.2 1.8 0.5 -0.541
O -2.415475 0.835061 0.249974 0.6 0.3 0.4 -0.543
N 0.625429 -1.191207 0.255179 2.6 -0.9 -3.8 -0.673
C 0.059719 0.079317 0.461912 -3.0 2.8 4.4 0.461
C -1.546782 0.030754 0.132157 1.4 -2.7 -1.8 0.292
C 0.728829 1.212195 -0.347720 -1.0 -1.9 -0.5 -1.166
H -0.835391 -1.574956 -0.372188 0.2 -0.9 0.0 0.482
H 1.508981 1.683004 0.138490 1.9 0.6 1.3 0.304
H 1.279109 -1.721756 0.838710 -0.7 1.1 0.4 0.225
H 1.144712 0.630244 -1.183324 0.0 0.9 -0.3 0.339
H 0.111648 2.022096 -0.691194 -0.8 -0.1 -0.2 0.321
H 1.147007 -1.033729 -0.681061 -0.8 -1.2 1.9 0.217
H -0.071449 0.240931 1.644458 0.9 0.2 -2.4 0.282
```
Positions in Å, forces in eV/Å.

***

No. 3
Below is a molecular structure, C3H7NO2, with properties calculated with ωB97M-V/def2-TZVPD.

Output
E (a.u.): -323.65454
HOMO-LUMO gap (eV): 8.406
ΔE to the lowest compared entry with this formula, charge and spin (kJ/mol): 331.94

```
13
Properties=species:S:1:pos:R:3:forces:R:3:mulliken_charge:R:1
O -1.499213 -0.839475 1.054882 0.1 0.2 0.1 -0.528
O 0.120183 1.418744 -0.965535 0.2 0.0 -0.1 -0.532
N -1.125491 -1.147642 -1.198459 0.0 0.1 0.1 -0.387
C -0.887084 -0.536178 -0.039969 0.1 0.1 -0.2 0.314
C -0.052521 0.622546 0.192592 0.1 -0.3 -0.1 0.080
C 1.263860 0.345164 0.896311 0.0 0.0 0.1 -1.202
H -1.976768 -1.671690 -1.331506 0.1 0.0 0.0 0.257
H 1.149158 -0.385830 1.701391 0.0 0.1 -0.1 0.341
H -1.071413 0.267766 1.340807 -0.2 -0.3 0.0 0.451
H 2.030011 -0.044794 0.199900 -0.1 0.0 0.0 0.366
H 1.659931 1.267083 1.336878 -0.1 -0.1 -0.1 0.280
H -0.674881 -0.753060 -2.010959 0.0 -0.1 0.1 0.240
H 1.064228 1.457367 -1.176332 -0.2 0.0 0.0 0.319
```
Positions in Å, forces in eV/Å.

***

No. 4
Below is 2 unconnected molecules or ions with the total composition C3H7NO2, with properties calculated with ωB97M-V/def2-TZVPD.

Output
SMILES: C1CO1.NC=O
E (a.u.): -323.70718
HOMO-LUMO gap (eV): 11.008
ΔE to the lowest compared entry with this formula, charge and spin (kJ/mol): 193.74

```
13
Properties=species:S:1:pos:R:3:forces:R:3:mulliken_charge:R:1
O 2.069828 0.019639 0.418400 -0.1 0.5 0.1 -0.590
O -1.415595 -0.218186 -0.275036 -0.1 0.2 -0.1 -0.485
N 0.575687 1.748738 0.462924 -0.1 -0.1 -0.1 -0.229
C -1.445770 -1.209521 0.747991 -0.1 -0.2 0.2 -0.221
C -0.607304 -1.394160 -0.433638 0.2 -0.2 -0.1 -0.184
C 1.802304 1.198935 0.580652 0.1 -0.1 0.0 0.072
H 0.448194 2.739705 0.588448 0.1 -0.2 0.0 0.191
H 0.463032 -1.214530 -0.345809 -0.2 -0.1 0.0 0.185
H -0.218587 1.172247 0.174503 0.1 0.1 0.0 0.240
H 2.580347 1.935239 0.855002 -0.1 -0.1 0.0 0.328
H -2.391211 -1.742105 0.834544 0.1 0.1 0.0 0.248
H -0.937150 -2.059526 -1.229089 0.0 0.1 0.1 0.229
H -0.977506 -0.918091 1.687309 -0.1 0.0 -0.1 0.216
```
Positions in Å, forces in eV/Å.

***

No. 5
Below is C3H7NO2 in the gas phase at a distorted geometry, with properties calculated with ωB97M-V/def2-TZVPD.

Output
SMILES: CO/C(C)=N/O
E (a.u.): -323.56613
HOMO-LUMO gap (eV): 10.036
ΔE to the lowest compared entry with this formula, charge and spin (kJ/mol): 564.06

```
13
Properties=species:S:1:pos:R:3:forces:R:3:mulliken_charge:R:1
O 1.146933 0.606695 0.061926 1.8 -2.2 -0.5 -0.355
O -2.000570 -0.960417 0.251150 2.6 -4.2 -4.9 -0.480
N -0.553180 -0.833832 -0.285561 -1.4 -1.8 2.1 -0.520
C 1.828331 -0.725272 0.069897 3.3 2.4 4.8 -0.717
C -0.954706 1.412358 0.003663 -2.5 6.7 -0.6 -0.852
C -0.156342 0.311366 0.017450 3.2 -0.7 -1.3 0.854
H 3.039392 -0.757464 0.218095 -3.1 1.0 -0.3 0.203
H -0.340667 2.432439 -0.197186 -1.2 -2.5 0.8 0.261
H 1.614587 -1.241199 -0.746866 -0.9 -2.0 -3.7 0.339
H 1.322110 -1.183142 0.933156 0.8 -0.5 -0.4 0.304
H -1.607285 1.321466 -0.908813 0.0 0.2 1.4 0.297
H -1.476967 1.502394 0.967220 -0.4 0.3 -0.6 0.239
H -1.861634 -1.885387 -0.384126 -2.1 3.4 3.1 0.428
```
Positions in Å, forces in eV/Å.

***

No. 6
Below is 2 unconnected molecules or ions with the total composition C3H7NO2 at a distorted geometry, with properties calculated with ωB97M-V/def2-TZVPD.

Output
SMILES: C[C@@H]1OC1=O.N
E (a.u.): -323.69881
HOMO-LUMO gap (eV): 10.734
ΔE to the lowest compared entry with this formula, charge and spin (kJ/mol): 215.71

```
13
Properties=species:S:1:pos:R:3:forces:R:3:mulliken_charge:R:1
O -1.793245 0.910375 -0.804646 -0.8 0.2 -0.4 -0.490
O -1.937875 -0.394395 1.154474 -1.4 -0.4 0.6 -0.382
N 1.269225 1.586355 -1.517196 0.3 0.0 0.2 -0.751
C -0.463255 -0.270155 1.022274 0.8 -0.1 -0.3 0.032
C 0.282345 -1.528095 0.675644 -0.2 0.1 0.2 -1.006
C -1.472805 0.292755 0.146764 1.4 0.2 0.0 0.529
H 0.641155 2.298395 -1.866176 -0.1 0.0 0.0 0.262
H 0.932945 0.697135 -1.864766 -0.1 0.0 0.0 0.259
H 0.613175 -2.042025 1.573874 0.1 -0.1 0.1 0.313
H -0.355335 -2.202765 0.107394 0.0 0.0 -0.1 0.325
H 1.169025 1.574875 -0.504706 0.0 0.0 -0.2 0.249
H -0.038205 0.354045 1.800594 0.0 0.0 0.0 0.393
H 1.152855 -1.276505 0.076474 0.1 0.0 -0.1 0.267
```
Positions in Å, forces in eV/Å.

***

No. 7
Below is C3H7NO2 in the gas phase at a distorted geometry, with properties calculated with ωB97M-V/def2-TZVPD.

Output
SMILES: C[C@@H](N)C(=O)O
E (a.u.): -323.75879
HOMO-LUMO gap (eV): 10.364
ΔE to the lowest compared entry with this formula, charge and spin (kJ/mol): 58.24

```
13
Properties=species:S:1:pos:R:3:forces:R:3:mulliken_charge:R:1
O -0.047838 -1.067167 -1.648830 0.1 0.3 -0.2 -0.467
O -0.609718 -2.118649 0.227718 -0.1 -0.2 0.3 -0.557
N -0.328400 1.427558 -0.645184 -0.6 -0.5 -0.4 -0.791
C -0.401543 -1.088678 -0.346393 -0.2 0.1 -0.3 0.386
C -0.414282 0.290854 0.279729 0.8 0.7 0.4 0.516
C 0.797472 0.348024 1.242996 0.0 -0.3 0.0 -1.301
H 1.113751 -0.655157 1.520984 0.0 0.0 0.2 0.357
H 0.035928 -1.982871 -1.940277 -0.1 -0.2 0.0 0.332
H 0.542178 0.890990 2.149158 0.0 0.1 0.0 0.296
H 1.634703 0.855950 0.772964 0.0 0.0 -0.2 0.355
H -1.245473 1.556388 -1.068961 0.0 0.2 0.2 0.267
H 0.221943 1.118966 -1.442906 0.3 0.2 0.1 0.292
H -1.298721 0.423786 0.899006 -0.2 -0.4 -0.2 0.317
```
Positions in Å, forces in eV/Å.

***

No. 8
Below is C3H7NO2 in the gas phase, with properties calculated with ωB97M-V/def2-TZVPD.

Output
SMILES: [NH3+]/C([O-])=C\CO
E (a.u.): -323.63595
HOMO-LUMO gap (eV): 8.554
ΔE to the lowest compared entry with this formula, charge and spin (kJ/mol): 380.75

```
13
Properties=species:S:1:pos:R:3:forces:R:3:mulliken_charge:R:1
O -0.959096 0.503182 -2.313036 0.1 -0.1 0.5 -0.533
O 0.787985 -0.962061 1.105197 0.2 -0.2 0.2 -0.559
N -1.437027 -0.736545 -0.325406 -0.1 -0.1 0.0 -0.416
C 0.051205 1.010625 -0.126253 0.2 0.1 -0.2 -0.820
C -0.638996 0.293855 -1.174282 -0.1 0.2 -0.2 0.452
C 1.176951 0.332795 0.631713 0.1 0.3 -0.1 -0.221
H 1.566694 -1.378819 1.491590 -0.2 0.0 -0.1 0.308
H -2.341993 -0.971708 -0.725167 0.2 0.0 0.1 0.247
H 0.345143 2.018517 -0.428456 0.0 -0.2 0.1 0.233
H -1.196190 0.238709 0.424026 -0.1 -0.1 -0.1 0.483
H -0.883363 -1.544060 -0.037989 -0.1 0.1 -0.1 0.261
H 1.455088 0.975362 1.479527 -0.1 -0.1 -0.1 0.256
H 2.073605 0.220151 -0.001467 -0.1 0.0 0.1 0.309
```
Positions in Å, forces in eV/Å.

***

No. 9
Below is C3H7NO2 in the gas phase, with properties calculated with ωB97M-V/def2-TZVPD.

Output
SMILES: [H]/N=C/OCCO
E (a.u.): -323.70121
HOMO-LUMO gap (eV): 10.565
ΔE to the lowest compared entry with this formula, charge and spin (kJ/mol): 209.41

```
13
Properties=species:S:1:pos:R:3:forces:R:3:mulliken_charge:R:1
O 1.259894 -0.245330 -0.487432 -0.4 -0.1 0.1 -0.411
O -1.575453 0.398044 -0.325949 -0.5 0.3 0.3 -0.587
N 0.447609 1.716249 0.442435 0.2 -0.1 0.0 -0.553
C 0.116192 -1.242206 -0.398196 0.3 0.2 0.0 -0.275
C 1.376873 1.007300 -0.055336 -0.3 0.1 0.2 0.172
C -1.211487 -0.814207 0.245634 0.4 -0.1 0.1 -0.432
H 0.626951 -2.063331 0.104988 -0.3 -0.1 0.0 0.306
H -0.889446 1.050207 0.031805 -0.8 -0.2 -0.3 0.389
H -2.001114 -1.565933 0.028397 0.7 0.2 -0.1 0.320
H 0.692030 2.670632 0.672413 0.3 -0.1 0.0 0.189
H -1.145130 -0.792157 1.349202 0.1 0.2 -0.2 0.267
H -0.099818 -1.508783 -1.440401 0.3 0.2 0.2 0.240
H 2.402901 1.389516 -0.167563 -0.3 -0.4 -0.2 0.373
```
Positions in Å, forces in eV/Å.